1:
DFT (the ωB97M-V functional and the def2-TZVPD basis) results for 3 unconnected molecules or ions with the total composition C3H11NO2.

Summary:
Gap between HOMO and LUMO ... 0.328 hartree
SMILES ... C=CNC.O.O

ORCA input file:
```
! wB97M-V def2-TZVPD RIJCOSX def2/J DEFGRID3
* xyz 0 1
C -1.88680 -1.44138 -0.43699
C -1.15055 -0.58207 0.26987
N -0.95355 0.75525 -0.04060
C -0.24903 1.62568 0.88416
H -2.47445 -1.05938 -1.26253
H -1.77525 -2.50196 -0.29075
H -0.46763 -0.92161 1.03359
H -1.62252 1.22598 -0.62142
H 0.84237 1.55593 0.78687
H -0.49525 2.66812 0.69341
H -0.46027 1.34992 1.91827
O 1.88917 -1.26412 0.83181
H 2.69626 -1.12090 1.33381
H 1.80095 -0.60681 0.12805
O 1.66831 0.40662 -1.62325
H 0.72199 0.26987 -1.44660
H 1.91624 -0.35913 -2.15769
*
```

Atomic partial charges in e from the Mulliken method, atoms 1 to 2:
1. C -0.9083
2. C -0.0243

=====

2:
DFT (the ωB97M-V functional and the def2-TZVPD basis) results for 2 unconnected molecules or ions with the total composition C3H11NO2.

Summary:
Gap between HOMO and LUMO ... 0.372 hartree
SMILES ... NCCCO.O

ORCA input file:
```
! wB97M-V def2-TZVPD RIJCOSX def2/J DEFGRID3
* xyz 0 1
N -1.17729 1.30241 -0.78124
C 0.00504 0.53432 -0.33641
C 0.20244 0.47700 1.17410
C -0.49661 -0.73359 1.85242
O -0.67127 -1.89875 1.05132
H -0.88396 2.08335 -1.33449
H -1.72984 1.59290 0.00863
H -0.02425 -0.47083 -0.74807
H 0.90505 0.98063 -0.77613
H -0.31120 1.33357 1.61847
H 1.24711 0.40503 1.48318
H -1.46327 -0.48849 2.31991
H 0.08888 -1.07655 2.68365
H -1.18632 -1.64976 0.27815
O 2.18677 -0.66171 -2.68685
H 1.81951 -1.55638 -2.66498
H 1.48921 -0.17316 -3.14166
*
```

Atomic partial charges in e from the Mulliken method, atoms 1 to 2:
1. N -0.5252
2. C -0.4820

=====

Which one sits at the bottom of the stability order? 2 does.

=====

1:
DFT (the ωB97M-V functional and the def2-TZVPD basis) results for 8 unconnected molecules or ions with the total composition C6H27NO7.

Summary:
Gap between HOMO and LUMO ... 0.312 hartree
SMILES ... CCN1CCCC1.O.O.O.O.O.O.O

ORCA input file:
```
! wB97M-V def2-TZVPD RIJCOSX def2/J DEFGRID3
* xyz 0 1
C -3.11901 1.58684 0.85204
C -2.19282 0.70902 -0.00731
N -1.50143 -0.29747 0.75255
C -2.34636 -1.47204 1.05896
C -1.88552 -2.65343 0.15594
C -0.44571 -2.19504 -0.45379
C -0.24143 -0.69894 0.12914
H -3.31788 1.19934 1.84967
H -3.98259 1.95629 0.31913
H -2.54705 2.52608 1.02344
H -2.75709 0.15762 -0.79900
H -1.42918 1.31048 -0.51541
H -3.49238 -1.37621 0.89539
H -2.15507 -1.73851 2.11065
H -1.79406 -3.54707 0.81308
H -2.42941 -2.92026 -0.72849
H -0.63339 -2.00313 -1.47858
H 0.40854 -2.80652 -0.34300
H 0.56558 -0.60283 0.85651
H 0.03695 0.00509 -0.66398
O 0.29367 1.29979 2.90317
H -0.41716 0.85252 2.54371
H 0.40096 2.09497 2.37217
O 2.61690 0.04616 2.74237
H 2.26988 0.95361 2.58831
H 1.92875 -0.45482 2.97780
O 0.35274 -0.84139 -2.77508
H 0.33641 -0.60448 -3.70832
H -0.47642 -0.56035 -2.40306
O 1.44948 1.45126 -3.89276
H 2.16258 1.58323 -3.17035
H 0.75667 2.01796 -3.53631
O 1.33908 2.93754 0.74974
H 1.95912 2.30804 0.53098
H 1.21501 3.55236 -0.06987
O 3.17105 0.77263 0.07359
H 3.63636 0.73195 0.91017
H 3.32809 0.07072 -0.55291
O 2.94538 -1.59866 -1.05206
H 3.70471 -2.01548 -1.41470
H 2.28607 -1.73686 -1.64352
*
```

Atomic partial charges in e from the Mulliken method, atoms 1 to 2:
1. C -1.3478
2. C -0.4598

=====

2:
DFT (the ωB97M-V functional and the def2-TZVPD basis) results for 7 unconnected molecules or ions with the total composition C6H27NO7.

Summary:
Gap between HOMO and LUMO ... 0.325 hartree
SMILES ... CCCNC[C@@H](C)O.O.O.O.O.O.O

ORCA input file:
```
! wB97M-V def2-TZVPD RIJCOSX def2/J DEFGRID3
* xyz 0 1
C 0.66584 0.37060 -2.46326
C 1.51159 -0.17247 -1.27384
C 0.69900 -1.08255 -0.22563
N 1.39250 -1.10874 1.03810
C 0.43306 -1.57021 1.98070
C -0.72936 -0.39222 2.30297
C -1.11277 -0.64615 3.80956
O -0.23754 0.83243 2.02723
H -0.23321 0.01924 -2.49698
H 0.52433 1.49059 -2.28746
H 1.04463 0.20481 -3.51341
H 2.41879 -0.74376 -1.65287
H 1.86778 0.59363 -0.62499
H 0.74050 -2.16745 -0.46533
H -0.34047 -0.79420 -0.22807
H 1.86460 -0.30489 1.24422
H -0.28069 -2.35808 1.74160
H 0.91266 -1.78470 2.98273
H -1.68231 -0.22439 1.65854
H -0.74953 -1.64771 4.06113
H -0.44470 0.05682 4.45314
H -2.17215 -0.38116 3.95930
H 0.66939 0.98043 2.37210
O -0.75519 2.20839 -0.61365
H -1.68807 1.87222 -0.47399
H -0.40124 1.90579 0.17576
O 1.10187 4.08603 -1.53225
H 0.81126 3.52398 -2.19316
H 0.51219 3.97822 -0.80115
O -2.49462 -2.22422 -1.11719
H -2.03795 -2.72772 -1.77882
H -2.25613 -1.34739 -1.18363
O 0.11443 -3.71460 -1.67771
H 1.07545 -3.85190 -1.70204
H -0.24103 -4.35944 -0.92674
O -2.85104 0.68214 -1.89698
H -2.18138 1.08847 -1.29815
H -3.73043 1.07915 -1.65936
O 2.53183 2.67226 0.26388
H 3.42414 2.59623 0.36936
H 2.30396 3.36251 -0.35362
*
```

Atomic partial charges in e from the Mulliken method, atoms 1 to 2:
1. C -0.6924
2. C -0.1102

=====

Which one sits at the bottom of the stability order? 2 does.

=====

1:
DFT (the ωB97M-V functional and the def2-TZVPD basis) results for 2 unconnected molecules or ions with the total composition C3H10N.

Summary:
Gap between HOMO and LUMO ... 0.297 hartree

ORCA input file:
```
! wB97M-V def2-TZVPD RIJCOSX def2/J DEFGRID3
* xyz 1 1
C 5.30592 -2.10904 -3.09016
H 4.97386 -1.26466 -3.81577
H 4.83025 -1.76748 -2.15422
H 5.21359 -3.15638 -3.47917
H 6.49494 -1.97616 -2.79973
C -1.73465 1.09847 0.13501
C -2.29520 0.80433 2.47708
N -2.44618 0.57887 1.22572
H -2.44830 1.22339 -0.71973
H -1.28539 2.03738 0.41034
H -0.91019 0.43386 -0.13603
H -1.36329 1.29954 2.69096
H -2.86899 0.45402 3.29450
H -3.16963 -0.09817 0.99726
*
```

Atomic partial charges in e from the Mulliken method, atoms 1 to 2:
1. C -0.8196
2. H 0.2033

=====

2:
DFT (the ωB97M-V functional and the def2-TZVPD basis) results for 2 unconnected molecules or ions with the total composition C3H10N.

Summary:
Gap between HOMO and LUMO ... 0.289 hartree

ORCA input file:
```
! wB97M-V def2-TZVPD RIJCOSX def2/J DEFGRID3
* xyz 1 1
C -3.66187 -3.21033 2.35930
H -2.80010 -3.73157 1.95414
H -4.50053 -3.83018 2.04036
H -3.58132 -3.20989 3.44863
H -3.88577 -2.16725 2.16194
C 1.98836 2.17549 -0.31087
C 2.16002 1.02938 -2.36167
N 1.76703 2.10126 -1.76765
H 2.18352 3.20007 -0.02256
H 1.01639 1.92803 0.11648
H 2.72296 1.45553 0.03545
H 3.08564 0.56713 -2.01249
H 1.80407 0.72851 -3.33919
H 1.70159 2.96383 -2.30189
*
```

Atomic partial charges in e from the Mulliken method, atoms 1 to 2:
1. C -0.9252
2. H 0.2252

=====

Which one sits at the bottom of the stability order? 2 does.

=====

1:
DFT (the ωB97M-V functional and the def2-TZVPD basis) results for 2 unconnected molecules or ions with the total composition C6H6N2O2.

Summary:
Gap between HOMO and LUMO (alpha / beta) ... 0.307 / 0.296 hartree

ORCA input file:
```
! wB97M-V def2-TZVPD RIJCOSX def2/J DEFGRID3
* xyz 0 1
C -0.26792 1.62271 1.74423
C 0.41440 2.35770 0.84502
C -0.64717 0.22389 1.47619
C -0.25524 -0.21103 0.26787
C 0.89266 1.82372 -0.38236
C -0.56012 -2.37230 -0.22410
N -0.13676 -3.19570 -2.30907
N 0.59681 0.42687 -0.52072
O 1.57356 2.40229 -1.20567
O -0.11350 -2.30011 -1.37516
H -0.66249 2.10079 2.65541
H 0.23454 3.39236 1.09312
H -1.03837 -0.40590 2.23503
H -1.12535 -3.05288 0.35334
H 0.18129 -2.81166 -3.20278
H 0.91367 -0.00077 -1.45035
*
```

Atomic partial charges in e from the Mulliken method, atoms 1 to 2:
1. C -0.0718
2. C -0.4088

=====

2:
DFT (the ωB97M-V functional and the def2-TZVPD basis) results for 2 unconnected molecules or ions with the total composition C6H6N2O2.

Summary:
Gap between HOMO and LUMO ... 0.348 hartree
SMILES ... O=c1cc[nH]c(=O)[nH]1.C#C

ORCA input file:
```
! wB97M-V def2-TZVPD RIJCOSX def2/J DEFGRID3
* xyz 0 1
O 2.41543 -0.54462 -0.88087
C 1.24153 -0.70742 -0.38947
C 0.85920 -1.15087 0.87819
C -0.36084 -1.18316 1.45465
N -1.35953 -0.69256 0.75333
C -1.12068 -0.25269 -0.49254
O -2.26700 0.03694 -1.02757
N 0.10768 -0.52002 -1.14118
H 1.57708 -1.47404 1.61526
H -0.52888 -1.25873 2.44520
H -2.48324 -0.63147 0.85430
H 0.17966 -0.07428 -1.98352
C -0.18965 2.59474 0.27233
C 0.91660 2.55820 0.69930
H -1.13492 2.71465 -0.44264
H 1.88888 2.12052 0.95906
*
```

Atomic partial charges in e from the Mulliken method, atoms 1 to 2:
1. O -0.6589
2. C 0.3278

=====

Which one sits at the bottom of the stability order? 1 does.

=====

1:
DFT (the ωB97M-V functional and the def2-TZVPD basis) results for 2 unconnected molecules or ions with the total composition C5H7NO4.

Summary:
Gap between HOMO and LUMO (alpha / beta) ... 0.281 / 0.281 hartree
SMILES ... CO[C@H](C)N=C=O.O=C=O

ORCA input file:
```
! wB97M-V def2-TZVPD RIJCOSX def2/J DEFGRID3
* xyz 0 1
C 0.21038 1.20435 1.85348
O -0.36292 1.11086 0.55183
C 0.28985 0.26818 -0.35156
C 1.77440 0.48918 -0.56560
N -0.43590 0.06725 -1.47730
C -1.62013 -0.32605 -1.65748
O -2.63394 -0.27274 -2.24811
H 0.36719 0.21489 2.29438
H 1.15588 1.75332 1.83738
H -0.50838 1.75581 2.45512
H 0.06939 -0.93747 0.11173
H 2.12839 -0.18382 -1.34351
H 1.95098 1.51904 -0.88578
H 2.34038 0.30997 0.34593
O -0.61758 -2.08496 0.30492
C -1.57998 -2.14141 -0.44467
O -2.52803 -2.74640 -0.78076
*
```

Atomic partial charges in e from the Mulliken method, atoms 1 to 2:
1. C -0.6951
2. O -0.3757

=====

2:
DFT (the ωB97M-V functional and the def2-TZVPD basis) results for a molecular structure, C5H7NO4.

Summary:
Gap between HOMO and LUMO ... 0.322 hartree

ORCA input file:
```
! wB97M-V def2-TZVPD RIJCOSX def2/J DEFGRID3
* xyz 0 1
O -2.91405 0.30588 0.14455
C -1.83495 1.19769 0.31054
C -0.55072 0.42827 0.41192
C -0.45460 -0.92959 0.56338
N 0.74631 -1.51085 0.25073
C 1.85177 0.00642 -0.00468
O 2.90586 0.12533 0.56912
C 0.70303 1.05580 0.05050
O 0.97756 2.24254 0.11249
H -3.73652 0.78248 0.27703
H -1.77821 1.90536 -0.53550
H -1.95837 1.80904 1.22119
H -1.33343 -1.57157 0.52515
H 1.09804 -2.29779 0.77803
H 1.23657 -1.66487 -1.15702
O 2.07259 -0.76351 -1.74104
H 2.96912 -1.12063 -1.77639
*
```

Atomic partial charges in e from the Mulliken method, atoms 1 to 2:
1. O -0.5208
2. C -0.4347

=====

Which one sits at the bottom of the stability order? 2 does.

=====

1:
DFT (the ωB97M-V functional and the def2-TZVPD basis) results for a molecular structure, CH2O3P2.

Summary:
Gap between HOMO and LUMO ... 0.213 hartree

ORCA input file:
```
! wB97M-V def2-TZVPD RIJCOSX def2/J DEFGRID3
* xyz -2 1
C -1.05653 -0.23939 0.17101
O 0.58688 1.71971 1.18323
O 0.75675 1.51470 -1.36994
O 1.26586 -1.99731 -0.71435
P 1.01530 -1.28224 0.56435
P 0.49319 0.84372 0.00545
H -1.74709 0.02741 1.00662
H -1.31435 -0.58660 -0.84638
*
```

Atomic partial charges in e from the Mulliken method, atoms 1 to 2:
1. C -0.8953
2. O -0.6974

=====

2:
DFT (the ωB97M-V functional and the def2-TZVPD basis) results for a gas-phase ion, CH2O3P2 (charge -2).

Summary:
Gap between HOMO and LUMO ... 0.230 hartree
SMILES ... C=P([O-])=P(=O)[O-]

ORCA input file:
```
! wB97M-V def2-TZVPD RIJCOSX def2/J DEFGRID3
* xyz -2 1
C -1.74854 -0.02214 -0.16788
P -0.27724 -0.91995 -0.37425
O 0.34533 -0.72305 0.99233
P 1.59950 0.52221 -0.57730
O 2.84850 -0.37453 -0.58919
O 1.73322 1.68628 0.39354
H -2.66937 -0.44618 -0.55449
H -1.83140 0.27736 0.87725
*
```

Atomic partial charges in e from the Mulliken method, atoms 1 to 2:
1. C -0.7940
2. P -0.0366

=====

Which one sits at the bottom of the stability order? 2 does.

=====

1:
DFT (the ωB97M-V functional and the def2-TZVPD basis) results for 2 unconnected molecules or ions with the total composition C3H9N4.

Summary:
Gap between HOMO and LUMO (alpha / beta) ... 0.300 / 0.340 hartree

ORCA input file:
```
! wB97M-V def2-TZVPD RIJCOSX def2/J DEFGRID3
* xyz 1 1
C -0.00632 -0.05741 -0.00105
C 0.62391 0.02425 2.31949
C 0.05822 1.46484 -1.95126
N -1.12912 -2.59830 -0.51247
N -0.89661 -2.13968 0.51687
N 0.52205 0.58570 0.98313
N -0.22158 0.22466 -1.24020
H -0.35928 -0.27378 2.68025
H 1.27144 -0.85240 2.31967
H 1.04054 0.77017 2.99096
H 0.77006 2.06820 -1.39519
H -0.86408 2.03276 -2.08817
H 0.47774 1.23385 -2.92832
H -1.51088 -3.51064 -0.76512
H 0.91606 1.51815 0.85993
H -0.69215 -0.49039 -1.78851
*
```

Atomic partial charges in e from the Mulliken method, atoms 1 to 2:
1. C 0.4266
2. C -0.8116

=====

2:
DFT (the ωB97M-V functional and the def2-TZVPD basis) results for a gas-phase ion, C3H9N4 (charge +1).

Summary:
Gap between HOMO and LUMO (alpha / beta) ... 0.182 / 0.345 hartree

ORCA input file:
```
! wB97M-V def2-TZVPD RIJCOSX def2/J DEFGRID3
* xyz 1 1
C 1.41403 -0.01576 0.74588
C 0.11272 0.66104 0.86213
C -1.61414 -0.34282 -0.43324
N 1.80661 -0.09063 -0.66511
N 1.10952 -0.61419 -2.73289
N -0.79350 -0.38452 0.65725
N 0.97386 -0.48512 -1.51324
H 2.26818 0.50209 1.34377
H 1.38879 -1.00269 1.15969
H -0.00310 1.02665 1.93842
H -0.02826 1.61594 0.23374
H -2.60090 -0.50203 0.03295
H -1.43198 0.55221 -1.07238
H -1.40250 -1.21269 -1.03745
H 2.82706 -0.18117 -0.70625
H 0.27141 -0.89385 -3.25584
*
```

Atomic partial charges in e from the Mulliken method, atoms 1 to 2:
1. C -0.5118
2. C -0.3400

=====

Which one sits at the bottom of the stability order? 2 does.